Here is C6H11N in the gas phase from the Open Molecules 2025 dataset. Energies are from the ωB97M-V functional and the def2-TZVPD basis.

Geometry (Å):
C: 0.680 -0.402 -1.874
C: 0.395 -1.518 -0.734
C: 0.224 -0.573 0.571
C: -1.063 -0.296 1.761
C: -0.731 1.176 1.434
N: -0.317 0.591 0.076
C: 0.425 1.035 -1.112
H: 1.685 -0.251 -2.018
H: 0.141 -0.439 -2.854
H: -0.426 -2.307 -1.027
H: 1.104 -2.338 -0.628
H: 1.015 -0.463 1.258
H: -2.163 -0.608 1.604
H: -0.926 -0.309 2.836
H: -1.510 2.044 1.636
H: 0.067 1.429 2.045
H: 1.535 1.446 -1.077
H: -0.137 1.783 -1.898

Output
**Spin multiplicity**: 1
**Frontier orbital gap**: 0.3503 Ha
**LUMO level**: 0.0450 Ha

Calculated atomic charges, method natural (NBO), unit e: -0.405 -0.445 0.008 -0.393 -0.216 -0.472 -0.208 0.198 0.216 0.227 0.218 0.157 0.213 0.185 0.201 0.159 0.157 0.201


Here is 3 unconnected molecules or ions with the total composition C6H11N from the Open Molecules 2025 dataset. Energies are from the ωB97M-V functional and the def2-TZVPD basis.

Geometry (Å):
C: -0.289 -1.741 1.246
C: -0.777 -0.403 0.708
C: 0.239 0.366 -0.130
C: -0.287 1.628 -0.677
C: 1.044 -0.363 -1.040
C: 0.882 1.552 0.714
N: 1.417 2.134 1.572
H: -0.062 -2.435 0.430
H: -1.070 -2.201 1.858
H: 0.608 -1.628 1.865
H: -1.128 0.234 1.527
H: -1.629 -0.555 0.031
H: -1.150 2.120 -0.241
H: 0.306 2.168 -1.410
H: -0.898 0.456 -2.045
H: 1.639 0.189 -1.766
H: 1.415 -1.351 -0.787
H: -0.336 -0.191 -2.000

Output
**Spin multiplicity**: 1
**Frontier orbital gap (spin up / spin down)**: 0.2930 / 0.2929 Ha
**LUMO level (spin up / spin down)**: -0.0098 / -0.0099 Ha

Calculated atomic charges, method natural (NBO), unit e: -0.610 -0.385 -0.169 -0.376 -0.456 0.263 -0.296 0.209 0.221 0.216 0.219 0.220 0.249 0.243 -0.032 0.214 0.220 0.053


Here is C6H11N in the gas phase from the Open Molecules 2025 dataset. Energies are from the ωB97M-V functional and the def2-TZVPD basis.

Geometry (Å):
C: -2.386 1.576 1.234
N: -1.564 1.868 0.322
C: -1.003 0.827 -0.434
C: -0.503 -0.303 0.069
C: 0.303 -1.268 -0.747
C: 1.792 -0.914 -0.876
C: 2.684 -1.297 0.299
H: -2.768 0.567 1.396
H: -2.783 2.366 1.868
H: -0.770 1.031 -1.473
H: -0.643 -0.437 1.141
H: 0.153 -2.292 -0.403
H: -0.110 -1.201 -1.761
H: 2.190 -1.343 -1.795
H: 1.812 0.171 -1.016
H: 3.726 -1.233 -0.019
H: 2.484 -2.319 0.614
H: 2.549 -0.667 1.175

Output
**Spin multiplicity**: 1
**Frontier orbital gap**: 0.3627 Ha
**LUMO level**: 0.0360 Ha

Calculated atomic charges, method natural (NBO), unit e: -0.049 -0.398 -0.058 -0.204 -0.435 -0.385 -0.610 0.148 0.172 0.190 0.193 0.209 0.209 0.201 0.201 0.211 0.199 0.207


Here is C6H11N in the gas phase from the Open Molecules 2025 dataset. Energies are from the ωB97M-V functional and the def2-TZVPD basis.

Geometry (Å):
C: -1.702 -2.128 0.444
C: -1.333 -0.950 0.923
C: -0.116 -0.258 0.463
N: 1.127 -0.544 1.128
C: -0.437 1.035 0.036
C: 0.260 1.609 -1.274
C: 1.735 1.119 -1.475
H: -2.744 -2.494 0.618
H: -1.107 -2.840 -0.177
H: -2.031 -0.454 1.557
H: 1.890 -0.895 0.577
H: 1.165 -0.769 2.143
H: -1.389 1.529 0.274
H: -0.477 1.553 -2.067
H: 0.408 2.664 -1.002
H: 1.947 1.458 -2.489
H: 2.501 1.372 -0.754
H: 1.597 0.024 -1.507

Output
**Spin multiplicity**: 1
**Frontier orbital gap**: 0.2986 Ha
**LUMO level**: 0.0195 Ha

Calculated atomic charges, method natural (NBO), unit e: -0.404 -0.230 0.088 -0.894 -0.126 -0.432 -0.615 0.194 0.195 0.209 0.380 0.395 0.189 0.224 0.199 0.211 0.224 0.193


Here is C6H11N in the gas phase from the Open Molecules 2025 dataset. Energies are from the ωB97M-V functional and the def2-TZVPD basis.

Geometry (Å):
C: -0.511 -1.413 -0.441
C: -0.468 0.675 -1.184
C: 0.152 0.782 0.269
C: -0.585 -2.769 0.089
C: -0.500 1.929 1.096
C: 1.692 0.592 0.107
N: -0.673 -0.699 -1.455
H: -1.446 1.218 -1.191
H: 0.365 1.020 -1.806
H: -1.146 -2.613 1.058
H: 0.325 -3.200 0.374
H: -1.242 -3.484 -0.577
H: 0.236 2.228 1.857
H: -1.481 1.597 1.450
H: -0.691 2.643 0.299
H: 1.842 -0.348 -0.562
H: 1.946 0.453 1.085
H: 2.185 1.388 -0.469

Output
**Spin multiplicity**: 1
**Frontier orbital gap (spin up / spin down)**: 0.2969 / 0.2929 Ha
**LUMO level (spin up / spin down)**: 0.0263 / 0.0335 Ha

Calculated atomic charges, method natural (NBO), unit e: 0.378 -0.310 0.093 -0.727 -0.687 -0.686 -0.471 0.201 0.197 0.249 0.245 0.229 0.216 0.228 0.213 0.216 0.213 0.202


Here is C6H11N in the gas phase from the Open Molecules 2025 dataset. Energies are from the ωB97M-V functional and the def2-TZVPD basis.

Geometry (Å):
C: -2.464 -0.162 -0.933
C: -1.392 -0.338 0.138
C: -0.019 0.055 -0.403
C: 1.074 0.124 0.693
C: 2.418 -0.499 0.286
C: 1.194 1.552 1.033
N: 1.191 2.696 1.201
H: -3.454 -0.447 -0.562
H: -2.504 0.888 -1.249
H: -2.235 -0.771 -1.818
H: -1.627 0.282 1.015
H: -1.366 -1.379 0.488
H: 0.299 -0.644 -1.187
H: -0.097 1.051 -0.851
H: 0.726 -0.396 1.595
H: 2.273 -1.575 0.131
H: 2.803 -0.064 -0.642
H: 3.181 -0.373 1.063

Output
**Spin multiplicity**: 1
**Frontier orbital gap**: 0.4504 Ha
**LUMO level**: 0.0350 Ha

Calculated atomic charges, method natural (NBO), unit e: -0.603 -0.395 -0.380 -0.324 -0.587 0.291 -0.339 0.214 0.207 0.203 0.203 0.196 0.206 0.218 0.238 0.214 0.216 0.222


Here is a molecular structure, C6H11N from the Open Molecules 2025 dataset. Energies are from the ωB97M-V functional and the def2-TZVPD basis.

Geometry (Å):
C: 1.867 -0.375 -0.070
C: 0.688 0.043 -0.835
C: -0.457 0.717 -0.078
C: -0.715 0.275 1.221
C: -1.641 -0.718 0.471
C: -2.845 -0.652 -0.205
N: 2.753 0.772 0.348
H: 1.434 -0.878 0.842
H: 2.438 -1.000 -0.709
H: 0.957 0.719 -1.693
H: 0.160 -0.810 -1.338
H: -1.124 1.428 -0.622
H: -0.912 1.049 2.030
H: -1.132 -1.654 0.377
H: -3.587 0.031 0.196
H: -3.142 -1.531 -0.798
H: 2.477 1.097 1.183
H: 2.781 1.487 -0.319

Output
**Spin multiplicity**: 1
**Frontier orbital gap**: 0.2475 Ha
**LUMO level**: -0.0164 Ha

Calculated atomic charges, method natural (NBO), unit e: -0.239 -0.483 0.054 -0.493 -0.186 -0.402 -0.829 0.224 0.193 0.212 0.240 0.201 0.198 0.203 0.200 0.208 0.353 0.346


Here is C6H11N in the gas phase from the Open Molecules 2025 dataset. Energies are from the ωB97M-V functional and the def2-TZVPD basis.

Geometry (Å):
C: -0.258 -2.530 -0.176
C: 0.381 -1.201 -0.577
C: 0.199 -0.119 0.471
C: 0.820 1.484 -0.016
C: -0.641 2.076 0.179
C: -1.166 0.504 0.620
N: -2.218 0.042 0.931
H: -0.110 -3.284 -0.957
H: -1.329 -2.388 -0.008
H: 0.180 -2.910 0.755
H: 1.459 -1.343 -0.748
H: -0.047 -0.852 -1.527
H: 0.665 -0.412 1.423
H: 1.603 1.648 0.728
H: 1.202 1.278 -1.019
H: -0.751 2.775 1.011
H: 0.706 2.715 -0.242
H: -1.127 2.417 -0.738

Output
**Spin multiplicity**: 1
**Frontier orbital gap (spin up / spin down)**: 0.2742 / 0.2744 Ha
**LUMO level (spin up / spin down)**: 0.0015 / 0.0015 Ha

Calculated atomic charges, method natural (NBO), unit e: -0.602 -0.428 -0.144 -0.657 -0.553 0.156 -0.385 0.208 0.235 0.203 0.209 0.202 0.214 0.257 0.254 0.241 0.350 0.241


The following relative energy (zero: lowest compared OMol25 entry of this formula, charge and spin) values (in eV) correspond, in order, to the records above: 4.785; 5.806; 1.464; 3.876; 5.076; 0.209; 6.292; 6.060.
The following E values (in eV) correspond, in order, to the records above: -7885.7460; -7884.7250; -7889.0671; -7886.6551; -7885.4557; -7890.3223; -7884.2396; -7884.4715.